# 1
{"formula": "C33H38As2CuO4STe", "method": "ωB97M-V with the def2-TZVPD basis set", "charge": -2, "relative_energy_kj_mol": 16.32, "lumo_ev": [4.34, 4.33], "s2": 0.7604, "spin_multiplicity": 2, "e_tot_ev": -227474.6150, "species": ["Cu", "O", "S", "O", "O", "O", "C", "As", "C", "C", "C", "C", "C", "C", "C", "As", "C", "C", "H", "H", "H", "H", "H", "H", "H", "H", "H", "H", "H", "H", "H", "H", "H", "H", "C", "C", "C", "C", "C", "C", "Te", "C", "C", "C", "H", "H", "H", "H", "H", "H", "H", "H", "H", "H", "H", "C", "C", "C", "C", "C", "C", "C", "C", "C", "C", "C", "C", "C", "C", "H", "H", "H", "H", "H", "H", "H", "H", "H", "H", "H"], "coordinates": [[-1.776, 2.264, -0.270], [-2.926, 4.944, 2.255], [-2.807, 3.593, 1.735], [-3.649, 2.625, 2.448], [-1.375, 3.110, 1.723], [-3.173, 3.556, 0.248], [1.610, 1.717, 2.504], [1.818, -0.186, 2.074], [3.769, -0.215, 2.413], [1.239, -1.025, 3.767], [2.130, -1.761, 4.549], [1.699, -2.459, 5.669], [0.360, -2.427, 6.025], [-0.533, -1.693, 5.257], [-0.119, -0.993, 4.127], [-1.349, 0.129, 3.045], [-3.048, -0.780, 3.415], [-1.521, 1.492, 4.440], [1.830, 1.904, 3.556], [0.608, 2.069, 2.255], [2.323, 2.264, 1.885], [4.025, 0.186, 3.395], [4.229, 0.406, 1.644], [4.167, -1.225, 2.312], [3.180, -1.801, 4.286], [2.410, -3.027, 6.259], [0.011, -2.970, 6.897], [-1.578, -1.665, 5.544], [-3.278, -0.816, 4.481], [-3.041, -1.788, 2.998], [-3.807, -0.188, 2.902], [-1.689, 1.010, 5.407], [-2.362, 2.124, 4.163], [-0.611, 2.088, 4.476], [-0.428, -3.675, -4.495], [-1.241, -2.756, -3.623], [-1.672, -1.522, -4.079], [-2.367, -0.632, -3.260], [-2.727, 0.718, -3.811], [-2.652, -0.983, -1.932], [-3.617, 0.399, -0.627], [-2.230, -2.240, -1.465], [-2.435, -2.654, -0.033], [-1.538, -3.100, -2.311], [-0.213, -3.208, -5.457], [-0.950, -4.618, -4.684], [0.527, -3.910, -4.019], [-1.429, -1.218, -5.093], [-2.463, 0.788, -4.869], [-2.195, 1.495, -3.257], [-3.789, 0.931, -3.681], [-1.934, -1.952, 0.640], [-2.036, -3.656, 0.140], [-3.490, -2.635, 0.245], [-1.188, -4.052, -1.920], [3.064, -1.924, -3.434], [2.587, -0.709, -3.912], [1.662, 0.021, -3.183], [1.191, -0.436, -1.947], [1.657, -1.676, -1.498], [2.585, -2.407, -2.223], [0.154, 0.270, -1.166], [-0.158, 1.573, -1.144], [0.721, 2.581, -1.762], [2.070, 2.668, -1.391], [2.909, 3.624, -1.938], [2.426, 4.530, -2.874], [1.085, 4.476, -3.235], [0.243, 3.528, -2.676], [3.784, -2.496, -4.008], [2.932, -0.331, -4.868], [1.279, 0.951, -3.580], [1.274, -2.059, -0.560], [2.931, -3.363, -1.845], [-0.451, -0.403, -0.565], [2.449, 1.955, -0.666], [3.949, 3.663, -1.631], [3.081, 5.282, -3.301], [0.688, 5.191, -3.948], [-0.807, 3.513, -2.941]], "mulliken_spin": [0.61, 0.01, -0.01, 0.00, 0.02, 0.08, 0.01, 0.00, 0.00, 0.00, 0.00, 0.00, 0.00, 0.00, 0.00, 0.00, 0.00, 0.00, 0.00, 0.00, 0.00, 0.00, 0.00, 0.00, 0.00, 0.00, 0.00, 0.00, 0.00, 0.00, 0.00, 0.00, 0.00, 0.00, 0.00, 0.01, 0.00, 0.00, 0.03, 0.02, 0.24, -0.05, 0.00, 0.00, 0.00, 0.00, 0.00, 0.00, 0.00, -0.02, 0.00, -0.01, 0.00, 0.01, 0.00, 0.00, 0.00, 0.00, 0.00, 0.00, 0.00, -0.21, 0.49, -0.26, 0.02, -0.01, 0.02, -0.01, 0.00, 0.00, 0.00, 0.00, 0.00, 0.00, 0.01, 0.01, 0.00, 0.00, 0.00, 0.00]}

---

# 2
{"formula": "C13H19Cl2GaN", "method": "ωB97M-V with the def2-TZVPD basis set", "charge": -1, "relative_energy_kj_mol": 183.03, "lumo_ev": [2.88, 2.87], "e_tot_ev": -92700.6123, "species": ["Ga", "Cl", "Cl", "C", "H", "H", "C", "C", "H", "C", "H", "C", "H", "H", "C", "H", "H", "C", "H", "H", "H", "H", "C", "C", "C", "C", "N", "C", "C", "H", "H", "H", "H", "H", "H", "H"], "coordinates": [[2.313, 0.339, -1.550], [0.988, -1.251, -0.705], [1.975, 1.961, -0.056], [4.091, -0.318, -1.308], [4.962, 0.276, -0.980], [4.424, -1.331, -1.599], [-0.741, 1.762, -2.244], [0.352, 1.297, -2.775], [-0.754, 2.715, -1.666], [0.347, 0.031, -3.613], [1.234, 1.946, -2.892], [-0.914, -0.071, -4.470], [1.253, -0.072, -4.220], [0.326, -0.849, -2.962], [-2.169, 0.053, -3.571], [-0.922, 0.749, -5.209], [-0.959, -1.051, -4.990], [-2.051, 1.078, -2.382], [-3.036, 0.358, -4.174], [-2.378, -0.939, -3.145], [-2.821, 1.859, -2.479], [-2.312, 0.516, -1.469], [-0.700, -0.771, 6.133], [-0.353, -0.659, 4.669], [0.948, -0.951, 4.230], [1.221, -0.893, 2.850], [0.288, -0.581, 1.962], [-0.936, -0.246, 2.359], [-1.303, -0.270, 3.721], [-0.455, -1.766, 6.528], [-0.146, -0.041, 6.738], [-1.769, -0.598, 6.291], [1.738, -1.224, 4.923], [2.218, -1.109, 2.458], [-1.641, 0.047, 1.584], [-2.319, 0.003, 4.009]], "nbo_charge": [1.08, -0.58, -0.61, -1.24, 0.18, 0.18, -0.13, -0.28, 0.21, -0.50, 0.24, -0.38, 0.23, 0.26, -0.39, 0.18, 0.20, -0.45, 0.19, 0.20, 0.20, 0.22, -0.63, 0.00, -0.26, 0.06, -0.38, 0.05, -0.28, 0.21, 0.22, 0.21, 0.20, 0.21, 0.19, 0.20]}

---

# 3
{"formula": "C3H2CrFO2", "method": "ωB97M-V with the def2-TZVPD basis set", "charge": 0, "relative_energy_kj_mol": 354.09, "lumo_ev": [-1.47, -1.12], "s2": 8.7566, "spin_multiplicity": 6, "e_tot_ev": -38370.0752, "species": ["F", "O", "O", "C", "C", "C", "H", "H", "Cr"], "coordinates": [[-0.810, 1.595, -0.706], [0.196, -0.949, -0.838], [1.522, 0.687, 0.106], [-1.192, -0.972, -0.219], [-0.974, 0.325, 0.362], [0.402, 0.275, -0.270], [-1.282, -1.847, 0.437], [-1.157, 0.664, 1.384], [3.295, 0.221, -0.256]], "mulliken_spin": [0.01, 0.03, 0.03, -0.01, 0.01, -0.03, 0.00, 0.00, 4.96]}

---

# 4
{"formula": "C5H8P2", "method": "ωB97M-V with the def2-TZVPD basis set", "charge": 0, "relative_energy_kj_mol": 494.89, "lumo_ev": -0.46, "e_tot_ev": -23885.4425, "species": ["C", "C", "C", "C", "C", "P", "P", "H", "H", "H", "H", "H", "H", "H", "H"], "coordinates": [[-0.846, -2.163, 0.177], [0.441, -2.058, -0.075], [-1.495, -0.938, 0.270], [1.087, 0.092, -0.424], [-1.091, 2.008, 0.021], [-0.377, 0.322, 0.439], [2.737, 0.460, 0.264], [-1.277, -3.068, 0.351], [1.190, -2.881, -0.317], [-2.585, -0.783, 0.389], [-1.538, 1.880, -1.034], [-0.184, 2.680, 0.126], [-1.758, 2.426, 0.817], [2.382, 1.830, -0.001], [3.314, 0.191, -1.003]], "nbo_charge": [-0.35, -0.12, -0.65, -0.81, -0.94, 1.16, 0.33, 0.23, 0.21, 0.25, 0.26, 0.24, 0.25, -0.02, -0.02]}